[1]
The following is a DFT calculation (ωB97M-V/def2-TZVPD) of 2 unconnected molecules or ions with the total composition C8H14BClF6NO4S.

Structure (XYZ):
```
36
Properties=species:S:1:pos:R:3:forces:R:3
C 0.8482 1.9814 -2.8746 -0.4574 -0.1931 -0.1725
C 0.9618 0.4879 -2.6001 0.1334 0.1052 -0.4641
N -0.2692 -0.1131 -2.1104 0.0961 -0.0766 0.2001
C -0.7481 0.1611 -0.7492 -0.3040 0.3907 -0.1252
C -1.7608 1.3240 -0.7989 -0.2173 0.0998 -0.1672
C -2.8864 1.1410 -1.8082 0.0164 0.1316 0.1124
F -2.8855 2.2094 -2.7149 0.0164 0.0239 -0.0815
C -1.4703 -1.1335 -0.3183 -0.1233 -0.0148 -0.2165
Cl -2.6121 -0.9639 1.0300 -0.0131 -0.0134 0.0518
O -0.5786 -2.2148 -0.1402 0.0444 0.2302 0.1255
S 0.5583 -2.1236 1.0302 1.1755 -0.7273 0.6315
O 1.4822 -3.1599 0.6776 -0.2812 0.1374 -0.3782
O 0.0123 -2.1024 2.3329 -0.6016 0.3125 -0.4107
C 1.3600 -0.5518 0.5826 0.0332 0.2480 0.2471
O 2.1272 -0.1256 1.6608 -0.4733 0.3307 -0.1236
C 0.3560 0.5492 0.2327 0.1321 -0.3587 0.5614
F -0.2443 0.9402 1.4144 -0.0071 0.0227 -0.0217
H 0.7125 2.5799 -1.9785 0.2117 0.0925 0.0853
H 1.7074 2.3300 -3.4413 0.1909 0.0915 0.1410
H -0.0354 2.1386 -3.4947 -0.0456 0.0748 -0.0035
H 1.8500 0.2578 -2.0020 -0.0055 0.1177 0.1851
H 1.1567 0.0235 -3.5682 -0.0459 -0.1526 0.0057
H -0.2726 -1.1035 -2.2943 0.1815 -0.1317 0.0471
H -2.1851 1.5113 0.1796 0.1107 -0.0537 0.1728
H -1.2429 2.2372 -1.0874 0.1446 -0.0231 -0.0328
H -3.8578 1.1544 -1.3197 -0.0910 -0.0510 0.0077
H -2.7818 0.2376 -2.4015 0.0493 -0.1024 -0.0519
H -2.0794 -1.4269 -1.1691 -0.0677 -0.1549 0.0049
H 1.9998 -0.8139 -0.2573 -0.2790 -0.0852 -0.3132
H 3.0522 -0.2689 1.4768 0.3577 -0.3230 0.1626
H 0.9341 1.4088 -0.1072 -0.0041 0.0405 -0.2353
B 1.3527 -1.3161 5.3184 0.0153 0.0446 0.1006
F 2.2773 -1.5913 4.2884 0.1012 -0.0280 -0.0640
F 0.4994 -2.4177 5.5036 -0.0329 -0.0541 -0.0077
F 2.0638 -1.0731 6.5168 0.0565 0.0199 0.0698
F 0.5984 -0.1731 4.9915 -0.0169 0.0295 -0.0427
```
Forces are in eV/Å.

Computed properties:
E_HOMO (eV): -7.14
E (eV): -58549.21973
E_LUMO (eV): 2.25
Total charge: -1

Mulliken population analysis, charges in e, atoms 1 to 4: -1.236 -0.158 -0.096 0.293

***

[2]
The following is a DFT calculation (ωB97M-V/def2-TZVPD) of 2 unconnected molecules or ions with the total composition C16H27OSi.

Structure (XYZ):
```
45
Properties=species:S:1:pos:R:3:forces:R:3
C 1.3064 1.6180 1.6741 0.2728 -0.1012 0.4320
O 0.1867 1.6995 0.7283 -1.1888 -0.0947 -0.2764
C -0.8729 0.9296 0.6762 -0.3535 0.2584 1.2566
C -2.1367 1.2264 1.3100 0.2479 0.0347 -0.6127
C -3.0589 0.1686 1.5752 -0.0419 -0.1619 -0.5409
C -4.3745 0.4287 1.9124 0.4738 -0.2400 0.0077
C -4.8441 1.7503 1.9330 -0.3820 0.1652 0.2061
C -6.3337 1.9952 2.0523 -0.2186 0.1946 0.2685
C -3.9137 2.8046 1.8592 0.0820 0.0469 -0.0388
C -2.5958 2.5561 1.5330 0.6053 -0.0486 0.0578
H 1.5598 2.6406 1.9946 -0.4254 -0.4323 -0.1839
H 1.0015 0.9932 2.5334 0.2067 0.3808 -0.4572
H 2.1794 1.1955 1.1578 -0.4566 0.0291 0.1253
H -0.8157 0.0142 0.0671 0.2837 0.1274 0.2837
H -2.7103 -0.8581 1.4831 -0.1188 0.1174 0.0173
H -5.0638 -0.3843 2.1622 0.3088 0.2507 -0.3055
H -6.5986 3.0683 2.0911 0.2912 -0.5500 -0.0397
H -6.8980 1.5400 1.2121 0.5070 0.1901 0.3590
H -6.7238 1.5186 2.9717 0.2100 0.1816 -0.3677
H -4.2441 3.8231 2.0624 0.0493 -0.2257 -0.3318
H -1.8771 3.3570 1.3594 -0.3167 -0.0121 0.1485
C 1.6923 1.0631 -2.2636 -0.1681 0.3055 -0.3271
C 0.9451 -0.1879 -1.9006 -1.3376 -0.3582 -0.2756
C -0.2433 -0.4809 -2.4957 1.1681 0.1926 0.0242
C 1.4656 -1.0724 -0.8069 -0.0610 -0.0433 -0.0921
Si 3.0629 -2.1092 -1.0300 -0.2828 0.2220 0.0622
C 3.1257 -3.0306 0.6040 0.1904 -0.0200 0.0376
C 2.9812 -3.3320 -2.4373 -0.1358 -0.0003 -0.0635
C 4.4859 -0.9391 -1.3201 0.2337 -0.0612 0.1380
H 2.0917 1.5793 -1.3854 0.0120 -0.1237 -0.0181
H 2.5280 0.8854 -2.9476 -0.0301 -0.1270 0.1620
H 1.0085 1.7545 -2.7720 0.2265 -0.0992 0.0906
H -0.7933 -1.3847 -2.2288 0.1130 0.1969 -0.0873
H -0.5903 0.0861 -3.3660 -0.0140 -0.0931 0.4648
H 1.6219 -0.4744 0.1205 -0.0716 -0.5239 -0.4237
H 0.7148 -1.8592 -0.6329 0.0410 0.2301 0.3228
H 4.0591 -3.5962 0.6979 -0.1209 0.0398 0.0591
H 3.0594 -2.3443 1.4577 0.0530 -0.1146 -0.1089
H 2.2953 -3.7465 0.6835 0.1704 0.1661 -0.0629
H 3.9404 -3.8659 -2.4924 -0.2104 0.0914 -0.0258
H 2.1888 -4.0770 -2.2891 0.1520 0.1395 -0.0664
H 2.8142 -2.8316 -3.3994 0.0349 -0.1301 0.1487
H 5.4256 -1.5048 -1.2961 -0.0638 0.1837 -0.0256
H 4.4100 -0.4542 -2.3015 0.0215 -0.0980 0.2101
H 4.5384 -0.1626 -0.5469 0.0435 -0.0852 -0.1512
```
Forces are in eV/Å.

Computed properties:
E_HOMO (eV): -11.53
E (eV): -26947.29167
E_LUMO (eV): -5.57
Total charge: +1

Mulliken population analysis, charges in e, atoms 1 to 4: -0.523 -0.219 0.313 0.516

***

[3]
The following is a DFT calculation (ωB97M-V/def2-TZVPD) of a gas-phase ion, C12H17N2 (charge +1).

Structure (XYZ):
```
31
Properties=species:S:1:pos:R:3:forces:R:3
C 2.3909 1.8998 -0.4727 0.7237 -0.8764 0.7904
N 1.1306 1.7680 -1.1429 -1.9314 -0.6744 -1.1325
C -0.1087 1.7775 -0.4656 -0.8843 -1.4396 1.9049
C -0.9782 2.8895 -0.4264 2.1306 0.0739 -1.1406
C -2.1666 2.8346 0.2503 0.1078 1.3041 0.6896
C -2.5197 1.7947 1.0701 -1.2928 0.8921 -0.7980
C -1.6758 0.7234 1.0535 -1.9663 -2.1754 1.7238
C -0.5719 0.6165 0.2883 2.7990 -0.1895 -2.1973
C 0.0566 -0.8858 0.2191 -2.7172 0.8312 1.2217
C 0.7819 -1.2396 1.5070 2.5321 -0.3094 -2.1799
C 0.9388 -1.2955 -0.8405 1.3551 -0.9609 -2.6344
N 0.5574 -2.3809 -1.5030 0.9516 2.2908 1.2677
C -0.7092 -2.9359 -1.0161 -0.6404 -0.4878 -1.1596
C -1.1453 -1.9757 0.1141 2.1297 -0.4055 -0.7526
H 2.7531 2.9016 -0.6475 0.6306 0.1798 0.0371
H 2.1785 1.8236 0.6179 0.5529 -0.1774 -0.6342
H 3.1840 1.1154 -0.8142 -1.3140 1.3421 0.6523
H 0.9786 2.3719 -1.9296 0.7365 0.2420 -0.3880
H -0.6430 3.8424 -0.9231 -0.4885 -1.1117 0.4591
H -2.6988 3.7547 0.3211 -0.7492 0.4182 -0.3055
H -3.5476 1.8356 1.4847 1.1363 -0.3892 0.2976
H -2.0448 -0.1511 1.6207 0.5010 0.3580 -0.2699
H 1.2744 -2.1961 1.4216 0.3228 -0.4309 -0.0955
H 0.1075 -1.3635 2.2127 -3.5406 -0.6138 3.3229
H 1.4542 -0.5649 1.9540 1.1513 1.2614 -0.2122
H 1.9377 -0.8074 -1.0310 -1.2818 -0.6344 -0.0394
H 1.0757 -2.8088 -2.2772 -0.0569 0.3212 0.5460
H -0.5572 -4.0468 -0.9059 -0.2532 1.2041 0.7068
H -1.4299 -2.8378 -1.8270 0.0078 -0.1637 -0.2053
H -2.0976 -1.5571 -0.0534 -0.8586 0.6854 -0.6786
H -1.2578 -2.5419 0.9997 0.2062 -0.3646 1.2037
```
Forces are in eV/Å.

Computed properties:
E_HOMO (eV): -11.57
E (eV): -15691.81220
E_LUMO (eV): -4.03
Total charge: +1
SMILES: CNc1ccccc1[C@]1(C)C=[NH+]CC1

Mulliken population analysis, charges in e, atoms 1 to 4: -0.867 -0.206 0.338 -0.488